Below is a cluster of 2 separate species, C6H15NO in total, with properties calculated with wB97M-V/def2-TZVPD.

Last column: natural (NBO) charge in e.
CARTESIAN COORDINATES (ANGSTROEM)
C (-0.67, -0.80, -0.25)  -0.216
N (0.55, -0.20, -0.70)  -0.464
C (1.49, 0.25, 0.35)  -0.221
C (2.24, -1.11, 0.85)  -0.610
C (0.28, 1.03, -1.64)  -0.204
C (-1.27, 1.18, -1.62)  -0.436
C (-1.86, 0.23, -0.63)  -0.413
H (-0.72, -1.75, -0.86)  0.184
H (-0.92, -1.11, 0.72)  0.179
H (0.98, 0.57, 1.30)  0.187
H (2.17, 1.10, 0.10)  0.200
H (3.16, -0.72, 1.44)  0.201
H (2.57, -1.84, 0.13)  0.213
H (1.57, -1.60, 1.54)  0.183
H (0.61, 0.76, -2.66)  0.194
H (0.78, 1.91, -1.31)  0.190
H (-1.68, 0.97, -2.63)  0.211
H (-1.45, 2.27, -1.31)  0.211
H (-2.82, -0.27, -1.03)  0.206
H (-2.25, 0.71, 0.23)  0.203
H (-0.43, -0.97, 2.18)  0.470
H (-1.64, -0.32, 3.00)  0.480
O (-0.70, -0.29, 2.79)  -0.948

Summary:
- E_HOMO (eV) = -8.174
- SMILES string = CCN1CCCC1.O
- E (a.u.) = -367.5209
- frontier orbital gap (eV) = 9.0
- LUMO level (eV) = 0.82

---

Below is a cluster of 10 separate species, C27H75NO25S8 in total, with properties calculated with wB97M-V/def2-TZVPD.

Last column: Mulliken charge in e.
CARTESIAN COORDINATES (ANGSTROEM)
N (-20.72, 0.53, 13.79)  0.038
H (-21.48, -0.15, 13.70)  0.198
H (-20.35, 0.84, 12.88)  0.560
H (-20.01, -0.10, 14.26)  0.389
H (-21.01, 1.34, 14.32)  0.418
C (-18.24, -3.42, 15.90)  -0.082
C (-18.25, -2.37, 14.76)  1.788
C (-18.15, -3.00, 13.36)  0.662
O (-19.21, -1.41, 14.94)  -1.248
H (-17.41, -4.11, 15.72)  -0.121
H (-19.16, -4.00, 16.00)  0.367
H (-18.07, -2.87, 16.83)  -0.197
H (-17.25, -1.89, 14.90)  -1.294
H (-18.89, -3.78, 13.19)  -0.937
H (-17.15, -3.44, 13.29)  0.565
H (-18.27, -2.22, 12.61)  -0.571
O (-20.43, -2.90, 10.41)  -0.336
S (-21.56, -2.41, 11.14)  1.073
O (-21.74, -1.00, 11.34)  -0.718
O (-22.91, -3.00, 10.49)  -0.420
C (-22.89, -4.31, 9.91)  -0.189
C (-22.34, -4.30, 8.50)  -0.861
C (-21.60, -3.24, 12.75)  -0.314
H (-23.94, -4.58, 9.88)  0.364
H (-22.38, -5.08, 10.50)  0.220
H (-22.46, -5.27, 8.00)  0.404
H (-21.27, -4.11, 8.48)  0.031
H (-22.82, -3.58, 7.83)  0.299
H (-22.59, -3.54, 13.06)  0.789
H (-21.04, -2.58, 13.41)  -0.574
H (-21.01, -4.16, 12.64)  0.125
O (-16.26, -3.97, 6.01)  -0.661
S (-17.24, -3.94, 7.06)  1.235
O (-18.10, -5.07, 7.31)  -0.599
O (-16.44, -3.62, 8.41)  -0.418
C (-17.20, -3.65, 9.66)  0.671
C (-16.64, -4.78, 10.50)  -0.885
C (-18.28, -2.50, 6.90)  -0.464
H (-18.25, -3.79, 9.40)  0.178
H (-17.04, -2.68, 10.14)  -0.310
H (-16.59, -5.70, 9.93)  0.415
H (-17.37, -4.96, 11.29)  -0.114
H (-15.70, -4.55, 10.98)  0.439
H (-19.06, -2.83, 6.22)  0.385
H (-17.75, -1.63, 6.54)  0.313
H (-18.76, -2.36, 7.87)  -0.091
O (-14.36, -2.99, 14.16)  -0.502
S (-13.87, -2.57, 15.44)  1.124
O (-12.50, -2.77, 15.83)  -0.658
O (-14.15, -0.98, 15.53)  -0.260
C (-13.89, -0.28, 16.76)  0.028
C (-13.27, 1.06, 16.43)  -1.431
C (-14.97, -3.17, 16.73)  -0.720
H (-13.21, -0.87, 17.38)  0.538
H (-14.84, -0.17, 17.27)  0.130
H (-12.50, 0.91, 15.67)  0.320
H (-12.86, 1.56, 17.31)  0.407
H (-14.03, 1.74, 16.03)  0.261
H (-14.37, -3.05, 17.63)  0.607
H (-15.24, -4.18, 16.46)  0.386
H (-15.85, -2.53, 16.74)  -0.170
O (-18.05, -5.47, 20.97)  -0.503
S (-18.09, -6.59, 20.09)  1.059
O (-17.59, -7.87, 20.51)  -0.655
O (-19.62, -6.72, 19.59)  -0.274
C (-20.00, -7.92, 18.90)  -0.271
C (-20.87, -8.73, 19.84)  -1.212
C (-17.31, -6.19, 18.53)  -0.616
H (-19.14, -8.53, 18.59)  0.352
H (-20.52, -7.64, 17.99)  0.331
H (-20.26, -8.90, 20.74)  0.298
H (-21.09, -9.74, 19.49)  0.379
H (-21.80, -8.26, 20.15)  0.306
H (-16.30, -5.87, 18.83)  0.382
H (-17.83, -5.32, 18.14)  -0.204
H (-17.24, -7.04, 17.87)  0.557
O (-15.74, -8.31, 10.80)  -0.624
S (-15.74, -8.11, 12.21)  1.259
O (-14.57, -7.62, 12.88)  -0.656
O (-16.99, -7.13, 12.49)  -0.278
C (-17.19, -6.73, 13.86)  -0.065
C (-18.69, -6.51, 14.04)  -0.715
C (-16.28, -9.58, 13.11)  -0.930
H (-16.62, -5.82, 14.05)  -0.159
H (-16.79, -7.49, 14.53)  0.728
H (-19.10, -6.12, 13.11)  0.131
H (-18.87, -5.82, 14.86)  -0.103
H (-19.13, -7.47, 14.30)  0.436
H (-15.97, -10.46, 12.55)  0.416
H (-17.37, -9.56, 13.21)  0.281
H (-15.87, -9.57, 14.11)  0.317
O (-22.79, -1.16, 14.86)  -0.723
S (-23.13, -2.09, 15.90)  1.109
O (-23.80, -1.59, 17.06)  -0.606
O (-24.02, -3.27, 15.23)  -0.282
C (-25.11, -2.86, 14.38)  -0.181
C (-26.18, -2.06, 15.11)  -1.260
C (-21.75, -3.15, 16.39)  -0.651
H (-25.55, -3.79, 14.03)  0.375
H (-24.72, -2.35, 13.50)  0.243
H (-26.31, -2.47, 16.11)  0.322
H (-27.16, -2.10, 14.65)  0.407
H (-25.92, -1.02, 15.29)  0.309
H (-21.35, -3.61, 15.50)  -0.135
H (-22.18, -3.92, 17.03)  0.479
H (-21.11, -2.55, 17.04)  0.417
O (-19.16, 1.46, 11.70)  -0.826
S (-18.14, 1.52, 10.67)  1.139
O (-18.08, 2.66, 9.81)  -0.654
O (-16.73, 1.43, 11.40)  -0.414
C (-16.54, 0.34, 12.33)  0.742
C (-16.23, 0.90, 13.70)  -1.005
C (-18.18, 0.06, 9.63)  -0.247
H (-15.80, -0.35, 11.92)  0.409
H (-17.45, -0.26, 12.43)  -0.475
H (-15.97, 0.08, 14.37)  -0.098
H (-17.00, 1.56, 14.09)  0.256
H (-15.31, 1.48, 13.64)  0.467
H (-18.00, -0.83, 10.22)  -0.453
H (-17.36, 0.12, 8.92)  0.392
H (-19.14, 0.09, 9.12)  0.455
O (-14.83, -1.72, 19.71)  -0.584
S (-15.73, -2.66, 20.30)  1.080
O (-15.42, -4.06, 20.23)  -0.610
O (-15.93, -2.28, 21.84)  -0.270
C (-16.87, -3.02, 22.66)  0.066
C (-16.41, -2.64, 24.08)  -1.488
C (-17.42, -2.39, 19.65)  -0.689
H (-16.71, -4.08, 22.52)  0.257
H (-17.92, -2.75, 22.57)  0.296
H (-15.37, -2.91, 24.23)  0.339
H (-17.04, -3.20, 24.77)  0.426
H (-16.55, -1.58, 24.29)  0.350
H (-17.25, -2.01, 18.64)  0.178
H (-17.90, -1.65, 20.29)  0.509
H (-17.92, -3.35, 19.69)  0.081

Summary:
- E_HOMO (eV) = -7.785
- E (a.u.) = -6194.8467
- frontier orbital gap (eV) = 7.6
- LUMO level (eV) = -0.19

---

Below is a structure of composition C24H44P2Ru, with properties calculated with wB97M-V/def2-TZVPD.

Last column: Mulliken charge in e.
CARTESIAN COORDINATES (ANGSTROEM)
Ru (-1.47, 1.99, -1.47)  -0.115
C (-0.30, -0.05, 0.84)  1.121
C (-1.22, 0.99, 1.06)  1.013
C (-1.93, -0.27, -0.80)  1.027
C (-0.71, -0.80, -0.29)  0.292
C (-2.26, 0.88, 0.07)  0.135
C (0.64, -0.62, 1.84)  -1.948
H (0.90, 0.10, 2.63)  0.402
H (1.57, -0.94, 1.36)  0.340
H (0.20, -1.51, 2.31)  0.371
C (-0.21, -2.15, -0.65)  -2.068
H (0.88, -2.19, -0.58)  0.422
H (-0.47, -2.40, -1.68)  0.540
H (-0.60, -2.95, 0.00)  0.327
C (-2.97, -1.08, -1.47)  -1.356
H (-3.85, -1.27, -0.84)  0.305
H (-2.59, -2.08, -1.72)  0.441
H (-3.31, -0.59, -2.39)  0.229
C (-3.66, 1.38, 0.15)  -1.113
H (-4.31, 0.50, 0.20)  0.275
H (-3.94, 1.94, -0.77)  0.262
H (-3.77, 2.04, 1.02)  0.362
C (-1.40, 1.74, 2.32)  -2.237
H (-2.05, 1.16, 2.98)  0.467
H (-1.86, 2.73, 2.17)  0.368
H (-0.45, 1.87, 2.86)  0.342
C (4.36, 1.03, 0.28)  -0.661
C (4.06, 1.03, 1.59)  -0.467
C (3.22, 2.10, 2.23)  0.263
C (3.52, 3.59, 1.85)  -1.155
C (2.34, 4.13, 1.20)  -1.177
C (1.82, 3.58, 0.01)  2.381
C (2.37, 2.31, -0.74)  -0.378
C (3.93, 2.08, -0.72)  -0.798
H (3.29, 1.99, 3.32)  0.525
H (4.46, 3.68, 1.29)  0.349
H (2.15, 1.96, 2.00)  -0.489
H (4.49, 3.02, -0.63)  0.282
H (4.93, 0.19, -0.12)  0.389
H (4.23, 0.19, 2.27)  0.408
H (4.18, 1.66, -1.71)  0.418
H (1.92, 1.40, -0.35)  -0.148
H (0.77, 3.33, 0.24)  -1.194
H (1.95, 2.36, -1.77)  0.396
H (3.69, 4.17, 2.79)  0.352
H (1.66, 4.84, 1.70)  0.532
P (1.61, 4.99, -1.17)  1.086
C (3.25, 5.08, -1.99)  -1.309
C (1.49, 6.63, -0.37)  -1.476
P (-1.28, 3.96, -1.98)  1.185
C (0.39, 4.65, -2.43)  -1.264
C (-1.87, 5.00, -0.60)  -1.333
C (-2.10, 4.57, -3.50)  -1.355
H (3.25, 4.43, -2.87)  0.382
H (4.03, 4.77, -1.28)  0.325
H (3.54, 6.09, -2.35)  0.476
H (1.77, 7.39, -1.12)  0.475
H (2.21, 6.71, 0.46)  0.470
H (0.50, 6.88, 0.02)  0.383
H (-1.78, 5.58, -3.73)  0.464
H (-3.18, 4.54, -3.37)  0.415
H (-1.83, 3.90, -4.32)  0.414
H (0.84, 3.96, -3.18)  0.564
H (0.27, 5.64, -2.93)  0.414
H (-2.97, 4.93, -0.60)  0.434
H (-1.55, 6.04, -0.73)  0.328
H (-1.51, 4.59, 0.35)  0.337
C (-0.70, 1.19, -3.13)  -1.721
H (-1.65, 0.65, -3.37)  0.372
H (0.03, 0.49, -2.71)  0.307
H (-0.36, 1.81, -3.98)  0.597

Summary:
- spin multiplicity = 6
- E_HOMO (spin up / spin down) (eV) = -7.411 / -9.846
- E (a.u.) = -1717.9642
- ⟨S²⟩ = 8.78
- net charge = +1
- frontier orbital gap (spin up / spin down) (eV) = 5.3 / 6.2
- LUMO level (spin up / spin down) (eV) = -2.15 / -3.63

---

Below is the molecule C6H8, with properties calculated with wB97M-V/def2-TZVPD.

Last column: natural (NBO) charge in e.
CARTESIAN COORDINATES (ANGSTROEM)
C (0.07, 1.36, 1.38)  -0.405
C (1.40, -0.16, -0.57)  -0.410
C (0.06, -0.14, 1.48)  -0.246
C (0.56, 0.84, 0.12)  -0.027
C (-0.03, -0.32, -0.30)  0.016
C (-1.24, -0.57, -1.16)  -0.632
H (-0.88, 1.93, 1.38)  0.208
H (0.78, 1.85, 1.96)  0.215
H (1.69, 0.08, -1.66)  0.195
H (2.31, -0.70, -0.20)  0.211
H (0.84, -0.76, 1.93)  0.193
H (-0.98, -0.61, -2.23)  0.225
H (-2.03, 0.23, -1.00)  0.225
H (-1.63, -1.63, -0.76)  0.231

Summary:
- E_HOMO (eV) = -7.988
- SMILES string = C[C@@]12C[C@@]13C[C@H]32
- E (a.u.) = -233.1964
- frontier orbital gap (eV) = 9.0
- LUMO level (eV) = 1.01

---

Below is the molecule C27H34N2O3, with properties calculated with wB97M-V/def2-TZVPD.

Last column: natural (NBO) charge in e.
CARTESIAN COORDINATES (ANGSTROEM)
C (2.42, 3.67, -2.63)  -0.597
C (2.86, 2.62, -1.61)  -0.396
C (2.72, 3.14, -0.18)  -0.404
C (3.17, 2.09, 0.84)  -0.214
N (2.79, 2.43, 2.21)  -0.457
C (3.51, 3.59, 2.69)  -0.417
H (3.18, 3.83, 3.70)  0.195
H (4.60, 3.43, 2.70)  0.169
H (3.28, 4.44, 2.06)  0.207
C (2.96, 1.29, 3.09)  -0.248
H (2.59, 0.40, 2.58)  0.202
C (2.18, 1.43, 4.41)  0.090
O (2.31, 0.26, 5.19)  -0.709
H (1.95, -0.49, 4.69)  0.471
H (2.61, 2.21, 5.03)  0.182
C (0.70, 1.79, 4.15)  -0.236
N (0.05, 0.85, 3.28)  -0.366
C (-0.01, 0.98, 1.93)  0.030
C (-0.57, -0.14, 1.35)  -0.122
C (-0.78, -0.40, -0.04)  -0.121
C (-0.45, 0.43, -1.04)  -0.320
C (-0.56, 0.11, -2.46)  0.532
O (0.16, 0.66, -3.29)  -0.564
C (-1.54, -0.93, -2.87)  -0.191
C (-1.23, -1.77, -3.93)  -0.144
C (-2.11, -2.74, -4.36)  -0.274
C (-3.35, -2.88, -3.74)  0.310
C (-3.68, -2.01, -2.70)  -0.256
C (-2.79, -1.06, -2.26)  -0.172
H (-3.08, -0.38, -1.47)  0.224
H (-4.66, -2.12, -2.24)  0.224
O (-4.30, -3.80, -4.06)  -0.490
C (-4.12, -4.65, -5.17)  -0.063
C (-4.37, -3.93, -6.50)  -0.638
H (-4.27, -4.64, -7.32)  0.216
H (-3.67, -3.12, -6.64)  0.214
H (-5.38, -3.52, -6.51)  0.216
H (-3.12, -5.10, -5.16)  0.170
H (-4.86, -5.44, -5.03)  0.194
H (-1.81, -3.39, -5.17)  0.211
H (-0.27, -1.66, -4.41)  0.229
H (0.03, 1.37, -0.83)  0.205
H (-1.20, -1.37, -0.27)  0.215
C (-0.90, -1.02, 2.44)  -0.100
C (-1.49, -2.27, 2.52)  -0.187
C (-1.66, -2.85, 3.76)  -0.230
C (-1.25, -2.19, 4.93)  -0.218
C (-0.66, -0.95, 4.88)  -0.263
C (-0.48, -0.37, 3.63)  0.187
H (-0.34, -0.45, 5.78)  0.225
H (-1.40, -2.67, 5.88)  0.215
H (-2.12, -3.82, 3.84)  0.213
H (-1.81, -2.79, 1.63)  0.213
H (0.38, 1.87, 1.47)  0.230
H (0.66, 2.77, 3.69)  0.229
H (0.17, 1.81, 5.11)  0.217
H (4.02, 1.11, 3.34)  0.186
H (2.70, 1.14, 0.58)  0.200
H (4.27, 1.95, 0.75)  0.168
H (3.31, 4.05, -0.08)  0.196
H (1.68, 3.39, 0.02)  0.195
H (2.25, 1.72, -1.75)  0.213
H (3.90, 2.35, -1.79)  0.193
H (2.50, 3.27, -3.64)  0.217
H (1.38, 3.95, -2.46)  0.202
H (3.03, 4.56, -2.56)  0.194

Summary:
- E_HOMO (eV) = -7.746
- SMILES string = CCCCN(C)C[C@H](O)Cn1cc(/C=C/C(=O)c2ccc(OCC)cc2)c2ccccc21
- E (a.u.) = -1384.4675
- frontier orbital gap (eV) = 7.9
- LUMO level (eV) = 0.17

---

Summary of largest force on an atom in hartree/bohr
0.089; 0.043; 0.085; 0.080; 0.017
(order as listed above)